Entry 1:
This record from OMol25 describes C27H22CdCl2N2O3P as an isolated structure at a distorted geometry. The level of theory is ωB97M-V/def2-TZVPD.

Cartesian coordinates (Å):
Cd -4.8255 6.1872 -0.5748
O -3.3277 -1.5908 2.2799
N -2.3618 -1.0024 1.3126
C -2.5405 -1.6268 0.2375
C -1.6358 -1.5391 -0.9288
C -2.2812 -1.9062 -2.0886
C -1.6795 -1.9000 -3.3163
C -0.3280 -1.6908 -3.3289
C 0.3666 -1.2630 -2.1703
C -0.2951 -1.1900 -0.9464
P 0.3417 -0.0248 0.4806
C 1.8339 0.8087 -0.1919
C 3.2600 0.5292 -0.0414
C 4.1653 1.4477 -0.5197
C 3.8046 2.6299 -1.1931
C 2.4692 2.8847 -1.4801
C 1.5667 2.0015 -0.9338
C 1.1897 -1.3909 1.5020
C 2.3070 -1.2965 2.4700
C 2.6339 -2.3939 3.2585
C 1.6832 -3.4775 3.4081
C 0.6640 -3.5520 2.5345
C 0.3862 -2.5552 1.6080
H -3.4725 -0.9824 2.9519
H -3.4196 -2.2774 0.0482
H -3.3311 -2.2151 -1.9495
H -2.1902 -2.1397 -4.1934
H 0.3117 -1.8057 -4.2062
H 1.3517 -0.9050 -2.1675
H 3.5942 -0.4464 0.2760
H 5.2297 1.1977 -0.4269
H 4.5518 3.3103 -1.5630
H 2.0085 3.6692 -2.0889
H 0.5149 1.9706 -1.2436
H 2.8395 -0.3998 2.4924
H 3.4544 -2.4406 3.9121
H 1.9891 -4.3422 3.9834
H 0.2648 -4.5502 2.4759
H -0.5349 -2.4463 1.0229
C 0.9728 -4.5787 -6.1124
O -0.3646 5.2622 -5.9187
C 0.3576 4.6599 -6.4571
O -0.3865 3.2500 -7.1173
H 1.8182 -4.0109 -6.3004
H 0.2458 -3.6752 -5.9334
H 0.3630 -5.0013 -6.7762
Cl 3.4367 -0.6533 6.8553
C -2.6764 4.4690 1.7299
C -3.6231 5.0152 2.3642
C -5.9000 5.2898 5.4667
C -5.4915 5.1296 4.2300
C -4.1338 4.7189 3.6023
Cl -2.5910 -1.8082 5.6102
C 0.0604 3.1939 1.1269
N -0.6013 3.5783 2.0603
H 2.8816 -1.2255 5.8047
H -2.4768 4.6053 0.7686
H -2.4502 -1.5052 4.2951

Forces on atoms 1 to 3 (eV/Å):
-0.06 0.03 -0.02
1.02 -1.44 -2.91
-1.15 -0.90 2.00

Properties
Total energy: -2805.9154 Eh
Charge: -1
HOMO-LUMO gap (alpha / beta): 3.79 / 3.49 eV


Entry 2:
This record from OMol25 describes a 4-piece molecular cluster, C18H47BN3O9 overall at a distorted geometry. The level of theory is ωB97M-V/def2-TZVPD.

Cartesian coordinates (Å):
C -4.1235 4.1300 -4.0181
C -4.3580 3.4441 -2.6796
O -4.3850 2.0283 -2.7364
C -3.1259 1.4424 -2.9814
C -2.7893 0.5207 -1.8161
N -3.2833 1.0779 -0.5616
C -2.6353 1.9232 0.1744
N -3.2107 2.4056 1.3524
N -1.4062 2.3914 -0.1145
B -0.3150 1.9406 0.7535
O -0.6146 1.6554 2.0605
O 0.9508 1.8205 0.3114
C 1.2224 0.6384 -0.4807
H -3.4776 3.5704 -4.6761
H -5.0593 4.3497 -4.5053
H -3.6187 5.0690 -3.8285
H -3.6322 3.8093 -1.9522
H -5.3194 3.7678 -2.3177
H -2.3748 2.2209 -3.0835
H -3.1966 0.8689 -3.8899
H -3.3346 -0.3918 -1.9773
H -1.7382 0.2960 -1.7807
H -4.2030 0.8060 -0.2515
H -4.2162 2.4642 1.2153
H -2.9956 1.7659 2.1141
H -1.1777 2.3926 -1.1037
H -0.1515 2.2930 2.6292
H 0.5457 0.6064 -1.3279
H 1.1393 -0.2482 0.1251
H 2.2222 0.7401 -0.8507
C 4.5820 -4.6219 0.4946
O 4.4360 -4.7993 -0.9063
C 3.1221 -4.5598 -1.3725
C 3.0002 -3.1985 -2.0214
O 3.1829 -2.1445 -1.0824
C 4.4817 -1.5737 -1.1384
H 5.6470 -4.6077 0.7175
H 4.1403 -3.6812 0.8329
H 4.1246 -5.4584 1.0331
H 2.3959 -4.6625 -0.5598
H 2.8984 -5.3246 -2.1230
H 1.9906 -3.0934 -2.4335
H 3.7118 -3.1048 -2.8461
H 4.5856 -0.9425 -2.0280
H 5.2581 -2.3400 -1.1458
H 4.6111 -0.9540 -0.2519
C -1.8396 9.7725 -0.8031
O -2.6184 8.8980 -0.0001
C -3.8037 8.4555 -0.6365
C -3.6527 7.0493 -1.1711
O -2.7060 6.9663 -2.2269
C -1.4506 6.4715 -1.8044
H -0.8664 9.8769 -0.3272
H -1.6995 9.3789 -1.8123
H -2.3093 10.7590 -0.8586
H -4.0957 9.1392 -1.4384
H -4.5984 8.4585 0.1158
H -4.6149 6.7244 -1.5833
H -3.3799 6.3636 -0.3610
H -1.5065 5.3878 -1.6223
H -1.1015 6.9714 -0.8989
H -0.7345 6.6535 -2.6038
C 3.0923 -6.2883 4.3901
O 3.7461 -7.2413 3.5714
C 4.3914 -8.2610 4.3236
C 3.5820 -9.5381 4.3513
O 2.3611 -9.3722 5.0566
C 1.2405 -9.2060 4.2082
H 2.4511 -5.6817 3.7510
H 2.4762 -6.7647 5.1556
H 3.8289 -5.6335 4.8686
H 4.5959 -7.9184 5.3418
H 5.3502 -8.4643 3.8373
H 4.1573 -10.3061 4.8767
H 3.3945 -9.8941 3.3341
H 0.9653 -10.1594 3.7446
H 1.4297 -8.4649 3.4276
H 0.4085 -8.8643 4.8222

Forces on atoms 1 to 3 (eV/Å):
0.19 0.19 0.46
-0.07 0.51 -0.46
-0.10 -0.18 0.11

Properties
Total energy: -1580.0298 Eh
Charge: +1
HOMO-LUMO gap: 7.20 eV